# 1
An isolated ion of composition C3H5O2S2 and charge -1, computed with ωB97M-V/def2-TZVPD.

```
! RIJCOSX wB97M-V def2-TZVPD def2/J DEFGRID3
* xyz -1 1
C 2.084 0.091 -0.025
C 0.609 -0.020 -0.376
C -0.392 0.067 0.450
S -2.060 -0.258 -0.054
O -2.158 -0.894 -1.351
O -2.577 -0.991 1.101
S -2.914 1.533 -0.080
H 2.466 1.001 -0.246
H 2.084 0.103 1.102
H 2.825 -0.675 -0.603
H 0.396 0.087 -1.453
H -0.363 -0.044 1.533
*
```

Values from the calculation:
LUMO energy: 3.6 eV
electronic energy: -28957.748 eV
SMILES: C/C=C/S(=O)(=O)[S-]
E_HOMO: -3.70 eV
orbital gap: 7.3 eV

# 2
C14H50FNO13Si2 as an isolated structure, computed with ωB97M-V/def2-TZVPD.

```
! RIJCOSX wB97M-V def2-TZVPD def2/J DEFGRID3
* xyz 0 1
C 3.509 -4.247 1.918
C 2.635 -3.178 2.587
C 3.138 -1.741 2.324
C 3.171 -0.874 3.586
O 2.598 0.429 3.358
Si 3.446 1.592 2.566
O 2.335 2.698 2.083
Si 1.215 2.256 0.930
C -0.538 2.425 1.547
C -1.104 1.014 1.826
C -2.403 0.996 2.656
C -3.688 0.847 1.830
N -3.639 -0.207 0.825
C -4.342 -0.186 -0.354
C -4.071 -1.341 -1.040
C -3.174 -2.108 -0.245
C -2.933 -1.375 0.887
C 1.421 3.146 -0.724
C 0.922 2.167 -1.791
F 0.647 4.330 -0.788
H 4.396 -4.439 2.529
H 2.960 -5.180 1.786
H 3.840 -3.912 0.933
H 1.598 -3.268 2.255
H 2.626 -3.350 3.665
H 4.121 -1.774 1.848
H 2.445 -1.247 1.635
H 4.190 -0.762 3.975
H 2.555 -1.333 4.360
H 4.166 1.070 1.383
H 4.412 2.176 3.519
H 1.460 0.826 0.625
H -1.101 2.877 0.722
H -0.603 3.076 2.421
H -0.348 0.417 2.349
H -1.261 0.531 0.862
H -2.371 0.243 3.447
H -2.491 1.963 3.162
H -4.527 0.633 2.500
H -3.913 1.784 1.316
H -4.954 0.661 -0.629
H -4.475 -1.603 -2.007
H -2.775 -3.082 -0.475
H -2.310 -1.605 1.737
H 2.470 3.406 -0.891
H 1.703 1.440 -2.006
H 0.044 1.653 -1.382
H 0.631 2.743 -2.669
O 0.828 -2.616 5.489
H 0.455 -1.746 5.674
H 0.912 -3.030 6.354
O -0.252 3.460 -5.063
H -0.438 4.102 -4.370
H 0.254 3.957 -5.717
O 1.394 0.976 -5.546
H 0.798 0.267 -5.287
H 0.899 1.795 -5.428
O -7.565 -0.761 -0.812
H -6.609 -0.878 -0.764
H -7.897 -1.617 -1.099
O -6.011 -2.395 1.641
H -5.472 -1.707 1.232
H -6.826 -1.947 1.890
O 1.055 1.424 5.996
H 1.883 1.152 5.584
H 0.559 1.809 5.267
O 2.205 -4.699 -0.981
H 1.861 -5.579 -0.803
H 1.434 -4.123 -0.954
O 2.278 0.698 -8.584
H 1.709 0.040 -8.995
H 1.799 0.938 -7.781
O -0.536 1.573 -8.344
H -0.827 2.124 -7.611
H -0.179 2.180 -9.000
O -0.599 -1.055 -2.202
H -0.414 -0.221 -2.643
H -1.459 -0.937 -1.775
O 4.187 1.734 -2.070
H 4.638 2.235 -1.383
H 4.303 2.261 -2.868
*
```

Values from the calculation:
LUMO energy: 0.0 eV
electronic energy: -61912.749 eV
E_HOMO: -9.08 eV
orbital gap: 9.1 eV

# 3
A 9-piece molecular cluster, C21H54O9 overall, computed with ωB97M-V/def2-TZVPD.

```
! RIJCOSX wB97M-V def2-TZVPD def2/J DEFGRID3
* xyz 0 1
C -0.198 -0.287 0.776
C 0.262 -1.350 -0.214
C 0.203 -1.098 -1.695
O 0.858 -2.343 0.211
H -0.322 -0.706 1.774
H -1.084 0.296 0.526
H 0.655 0.386 0.697
H -0.679 -1.597 -2.097
H 1.127 -1.447 -2.156
H 0.075 -0.035 -1.901
C -2.349 3.391 -3.391
C -1.940 2.338 -2.315
C -3.015 1.368 -1.847
O -0.800 2.160 -1.933
H -1.716 3.340 -4.277
H -2.075 4.348 -2.947
H -3.411 3.287 -3.612
H -2.596 0.577 -1.225
H -3.376 0.962 -2.792
H -3.856 1.855 -1.353
C -4.961 -2.560 -2.119
C -3.677 -2.677 -1.351
C -2.818 -3.902 -1.644
O -3.350 -1.858 -0.518
H -4.696 -2.585 -3.176
H -5.431 -1.605 -1.885
H -5.683 -3.318 -1.816
H -3.383 -4.800 -1.396
H -1.950 -3.904 -0.986
H -2.474 -3.911 -2.678
C 4.158 -0.536 -0.927
C 4.505 -1.782 -1.744
O 3.528 -1.963 -2.775
H 4.858 -0.413 -0.100
H 3.139 -0.552 -0.543
H 4.086 0.375 -1.520
H 4.555 -2.677 -1.125
H 5.494 -1.701 -2.195
H 3.263 -2.881 -2.683
C 2.218 3.223 2.829
C 1.417 2.356 3.784
O 0.301 3.158 4.126
H 2.447 4.172 3.314
H 1.734 3.413 1.872
H 3.198 2.768 2.683
H 1.975 1.998 4.649
H 0.965 1.472 3.333
H -0.060 2.798 4.940
C 2.475 2.744 -4.344
C 2.286 1.340 -3.816
O 3.214 0.476 -4.524
H 3.517 3.064 -4.367
H 1.850 3.389 -3.727
H 2.088 2.821 -5.360
H 1.286 0.913 -3.883
H 2.502 1.365 -2.748
H 3.036 -0.377 -4.121
C -2.189 -3.203 2.444
C -3.596 -3.164 3.096
O -3.887 -4.382 3.714
H -2.196 -4.011 1.713
H -1.311 -3.376 3.067
H -2.081 -2.281 1.874
H -4.355 -2.838 2.385
H -3.575 -2.421 3.893
H -4.491 -4.332 4.459
C 3.777 -2.452 2.550
C 3.181 -1.019 2.689
O 4.047 -0.146 3.395
H 4.723 -2.446 2.008
H 3.108 -3.122 2.010
H 4.023 -2.857 3.532
H 2.211 -1.042 3.184
H 2.998 -0.618 1.692
H 3.955 -0.290 4.339
C -2.312 2.738 1.728
C -1.567 3.889 1.085
O -0.855 4.619 2.019
H -1.560 2.082 2.166
H -2.958 2.096 1.129
H -2.882 3.105 2.582
H -2.219 4.666 0.684
H -0.956 3.504 0.268
H -0.408 4.008 2.611
*
```

Values from the calculation:
LUMO energy: 0.4 eV
electronic energy: -41077.991 eV
SMILES: CC(C)=O.CC(C)=O.CC(C)=O.CCO.CCO.CCO.CCO.CCO.CCO
E_HOMO: -9.51 eV
orbital gap: 9.9 eV

# 4
A 2-piece molecular cluster, C2O2S overall, computed with ωB97M-V/def2-TZVPD.

```
! RIJCOSX wB97M-V def2-TZVPD def2/J DEFGRID3
* xyz 0 1
C 1.217 0.651 -0.350
C -1.262 -0.261 0.055
O -0.623 -1.176 -0.291
O -1.833 0.674 0.353
S 2.500 0.111 0.233
*
```

Values from the calculation:
LUMO energy: -0.2 eV
electronic energy: -17002.545 eV
E_HOMO: -11.23 eV
orbital gap: 11.1 eV